No. 1
Molecular formula: CHClINO
Method: DFT, wB97M-V/def2-TZVPD

- Multiplicity: 1
- ΔE to the lowest compared entry with this formula, charge and spin: 212.0 kJ/mol
- Lowest unoccupied orbital energy: -0.295 eV
- Strongest force on any atom: 0.0406 hartree/bohr
- HOMO-LUMO gap: 9.58 eV
- SMILES: [O-][N+]#CCl.I
- Net charge: 0
- E_HOMO: -0.3628 Eh

Each line ends with the Mulliken charge.
Geometry (Å):
1 C 0.45521 0.73425 0.16887  0.10
2 O 2.45048 1.20940 1.27154  -0.57
3 H -2.32322 -1.67244 -0.86411  0.09
4 I -0.94702 -2.55542 -0.83707  -0.07
5 Cl -1.03087 1.08541 -0.45857  -0.06
6 N 1.39542 1.19880 0.71933  0.51


No. 2
Molecular formula: C3H5Cl
Method: DFT, wB97M-V/def2-TZVPD

- Multiplicity: 1
- ΔE to the lowest compared entry with this formula, charge and spin: 222.6 kJ/mol
- Lowest unoccupied orbital energy: 0.967 eV
- Strongest force on any atom: 0.1049 hartree/bohr
- HOMO-LUMO gap: 11.02 eV
- Net charge: 0
- E_HOMO: -0.3696 Eh

Each line ends with the Mulliken charge.
Geometry (Å):
1 H 0.05253 0.12989 -1.42207  0.29
2 C 0.45120 -0.01989 0.70169  -0.47
3 H -0.31055 1.66415 -0.54571  0.21
4 C -0.17569 0.53950 -0.57008  -0.70
5 H -1.81706 -1.30483 0.05758  0.28
6 C -0.98131 -0.16985 0.46482  0.11
7 Cl -2.13679 0.82531 1.32163  -0.19
8 H 1.21481 -0.83023 0.81952  0.24
9 H 0.77344 0.86318 1.26028  0.23


No. 3
Molecular formula: C31H30FeN4O3Si
Method: DFT, wB97M-V/def2-TZVPD

- Multiplicity: 2
- ΔE to the lowest compared entry with this formula, charge and spin: 10.2 kJ/mol
- Lowest unoccupied orbital energy (spin up / spin down): -4.494 / -4.708 eV
- Strongest force on any atom: 0.0104 hartree/bohr
- HOMO-LUMO gap (spin up / spin down): 5.32 / 5.11 eV
- Net charge: +1
- E_HOMO (spin up / spin down): -0.3607 / -0.3607 Eh

Each line ends with the Mulliken charge.
Geometry (Å):
1 H -5.51195 3.16665 -1.76883  0.34
2 C -1.40863 -1.59935 -1.27293  -0.19
3 Fe -2.56246 0.72959 0.20543  -0.20
4 H -2.23631 3.52417 1.83330  0.30
5 C 5.39534 -1.52975 0.57159  0.77
6 O -1.91429 -0.29744 -1.35017  -0.51
7 N -0.82761 0.81010 1.06699  0.19
8 C 0.62673 -0.42918 2.53345  0.75
9 C -1.53954 0.55274 -2.42439  1.24
10 H -3.97450 3.78064 2.05024  0.50
11 H 5.02081 -1.66173 -2.09864  0.33
12 C 1.60492 0.56100 2.35878  -0.57
13 C 4.98148 -0.94035 2.86343  0.03
14 C -1.02613 2.34692 -4.40640  -0.88
15 C -0.45167 -2.41122 3.60382  -0.51
16 H -1.92787 3.81900 -3.13689  0.31
17 H 6.76926 -1.87173 -2.34320  0.24
18 H -3.36790 2.16975 1.80607  0.32
19 H -2.53610 -4.76631 -1.17386  0.43
20 H 5.83535 -3.15699 -1.54632  0.35
21 C -1.62647 -2.20999 2.96417  -1.00
22 C -0.58647 -0.23287 1.88319  0.74
23 H 1.45519 -3.28916 -0.76167  0.28
24 C -1.93699 1.88338 -2.20918  0.05
25 C -0.66868 1.01808 -4.58034  -0.75
26 C 3.34152 -2.22522 1.61366  -0.34
27 C -1.75154 -1.11339 2.05950  1.23
28 H -5.56170 2.14896 -0.33557  0.28
29 H 2.54544 0.50486 2.88327  0.70
30 H -0.19417 0.69111 -5.49443  0.41
31 C 0.40025 -3.10209 -0.90684  -0.63
32 H -0.82023 3.06322 -5.19067  0.41
33 H -1.92903 5.36300 -0.87712  0.36
34 C -1.65143 2.77887 -3.24752  -0.51
35 Si -3.47442 3.47278 -0.37124  -0.16
36 C 4.16939 -2.20112 0.50995  -0.38
37 H 0.62245 -0.95582 -1.05093  0.59
38 C -3.22642 3.22212 1.48602  -1.00
39 H 5.28286 -0.48545 3.79739  0.49
40 C -0.05453 -1.80150 -1.06929  0.57
41 C -0.48848 -4.16779 -0.94210  -0.70
42 H 2.40377 -2.76431 1.56896  0.55
43 H -3.34695 5.40166 -1.93083  0.35
44 N 2.98606 -1.59764 3.95528  -0.76
45 O -2.79534 -0.83588 1.44054  -0.73
46 C 0.72843 -1.61407 3.38299  -0.01
47 C -5.29242 3.14502 -0.69922  -1.04
48 H -3.36125 -2.43762 -1.47357  0.53
49 C -1.84164 -3.93801 -1.14534  -0.78
50 C -3.00797 5.19842 -0.91409  -1.19
51 H -0.68748 -0.94863 -3.69616  0.51
52 C 3.72729 -1.58359 2.80108  -0.48
53 H -3.47811 5.93560 -0.25996  0.41
54 C 5.79230 -0.90011 1.76247  -0.67
55 C -2.31115 -2.64382 -1.31600  -0.36
56 H 3.87526 -2.71848 -0.38996  0.41
57 H 2.09018 2.39059 1.35487  0.48
58 H -5.95335 3.86228 -0.20892  0.35
59 C 1.34981 1.61992 1.51436  -1.19
60 C 0.12455 1.70702 0.85607  -0.40
61 C -0.93508 0.09651 -3.57304  -0.81
62 H -0.33406 -3.22622 4.30646  0.52
63 H -2.48737 -2.84337 3.12355  0.52
64 O 6.26341 -1.44586 -0.44474  -0.43
65 C 5.93799 -2.07829 -1.67736  -0.80
66 H -0.11042 2.50119 0.15975  0.63
67 H 6.75432 -0.40763 1.78731  0.46
68 N -2.55671 2.16959 -1.02268  0.70
69 H -0.12466 -5.17833 -0.81544  0.47
70 N 1.79512 -2.02440 4.02191  -0.16


No. 4
Molecular formula: C46H125N11O12
Method: DFT, wB97M-V/def2-TZVPD

- Multiplicity: 1
- ΔE to the lowest compared entry with this formula, charge and spin: 610.1 kJ/mol
- Lowest unoccupied orbital energy: 0.209 eV
- Strongest force on any atom: 0.0757 hartree/bohr
- HOMO-LUMO gap: 8.46 eV
- SMILES: COC[C@H](C)N.COC[C@H](C)N.COC[C@H](C)N.COC[C@H](C)N.COC[C@H](C)N.COC[C@H](C)N.COC[C@H](C)N.COC[C@H](C)N.COC[C@H](C)N.COC[C@H](C)N.COCCNCCOC
- Net charge: 0
- E_HOMO: -0.3033 Eh

Each line ends with the Mulliken charge.
Geometry (Å):
1 C -0.86862 -6.92300 -3.45982  0.52
2 H -0.94295 -7.35842 -5.55251  0.36
3 H 6.76235 -0.41163 5.83590  0.32
4 C 8.08785 -3.87148 7.35697  -0.36
5 C -1.35771 -6.60842 -4.87903  -0.88
6 H -6.19478 1.19088 2.77495  0.36
7 O -6.17677 -5.21288 5.70757  -0.30
8 C -5.00016 7.77975 -0.21344  -0.49
9 H 7.92967 0.02127 -2.97934  0.37
10 H 2.03126 -6.49400 5.17075  0.30
11 H 5.34361 -4.19333 -7.23397  0.23
12 H -7.57537 3.85281 -8.27236  0.29
13 H 2.87893 5.17240 -7.16175  0.45
14 H 2.54832 -2.13743 9.01493  0.24
15 H -4.82348 5.31676 0.47276  0.26
16 C 2.34931 7.20092 -10.16534  -0.70
17 H -2.38882 -5.84391 4.74955  0.25
18 O -7.74363 4.89435 -5.89912  -0.39
19 H 4.22389 8.66992 -0.86890  0.40
20 C 6.84587 -4.94270 11.65027  -0.78
21 N 6.68430 -0.05516 -5.30723  -0.73
22 H 1.61697 -4.04282 10.49414  0.41
23 H -3.63576 5.49136 -0.65690  0.27
24 H 7.59715 -7.05122 8.61245  0.38
25 C -8.03322 0.57247 1.90300  0.56
26 H -6.48540 2.48080 -6.63150  0.28
27 H 3.41389 4.50253 -10.47491  0.26
28 H -4.47729 -5.50827 3.88986  0.32
29 H -2.15896 7.66003 -0.53480  0.34
30 C 0.90028 9.09809 -10.06557  -0.80
31 C -6.57138 -4.33711 6.73198  -0.69
32 H 3.50018 5.17706 1.76561  0.32
33 H 6.17474 7.39103 -1.93629  0.24
34 N -6.64060 3.49528 -8.40830  -0.77
35 H -6.25955 10.82614 -0.22864  0.25
36 H -0.10310 9.09570 -9.63975  0.27
37 H -5.80136 -3.73796 7.21797  0.28
38 H 6.43542 -0.66802 -2.34345  0.31
39 H -2.44435 -6.65360 -4.95168  0.36
40 C 2.37231 -4.09225 8.42780  1.10
41 H 7.70649 -1.71380 -2.59146  0.36
42 N -1.31556 -8.29430 -3.09419  -0.69
43 H -9.45913 4.16863 -5.19364  0.28
44 H 7.12927 -3.64899 5.31546  0.40
45 H 3.51225 6.76420 -7.58890  0.36
46 H -11.35842 1.03859 3.75508  0.32
47 H 3.54085 7.64034 -2.10562  0.37
48 H 0.49056 -2.89623 0.92915  0.27
49 H -5.85500 7.29228 0.25530  0.32
50 H 8.72449 -4.55738 9.93920  0.37
51 H 2.58634 -4.34588 6.28005  0.46
52 H 5.95091 -5.28278 12.17132  0.24
53 C 8.36500 -5.58628 9.92391  -0.30
54 C -4.92422 -7.56398 3.78807  -1.26
55 C 7.25402 -0.83159 -3.04433  -1.41
56 C -4.51507 3.15486 -7.17973  -1.41
57 C -3.96121 7.10389 0.67124  0.33
58 H 0.41963 -1.29691 -3.29655  0.36
59 H 7.82039 -1.70530 -4.98576  0.32
60 H 3.14724 3.44959 1.28431  0.27
61 O 6.35323 -2.26647 6.67456  -0.24
62 H 1.35656 0.14363 -3.35672  0.33
63 H -4.25137 2.93847 -8.21499  0.42
64 O -9.70196 -0.10006 3.30365  -0.26
65 H 0.65404 9.07900 -11.12723  0.33
66 H 0.82970 -1.25003 1.21144  0.31
67 O 2.39840 -6.19782 7.27151  -0.32
68 C -6.38430 4.59114 -6.15219  -0.81
69 N -2.93474 -6.69017 4.67270  -0.69
70 H -4.16097 2.41010 -6.46697  0.32
71 H -8.02627 0.47499 -0.16224  0.24
72 H -7.51601 1.06792 3.86264  0.37
73 H 3.96277 4.66001 -8.94046  0.29
74 H -4.20100 -5.48316 6.49248  0.38
75 H 4.92336 4.26381 -0.25024  0.36
76 H -4.10970 7.23916 1.74257  0.29
77 H 5.24729 6.74699 0.26615  0.13
78 C 5.80596 -2.28128 -4.72563  -0.72
79 C 2.71807 -6.72520 5.98496  -0.77
80 H -1.45844 -0.02205 -2.11441  0.26
81 H 6.03318 -3.11412 -4.06016  0.38
82 H 1.22068 0.17513 -0.74145  0.35
83 H -5.94964 4.28822 -5.19960  0.40
84 H 9.15451 -6.19334 10.36694  0.34
85 H 1.42783 9.97145 -9.68213  0.27
86 C -8.39195 3.95757 -5.12529  -0.67
87 H 6.43877 -5.23788 7.79104  0.23
88 H 3.33807 -2.47332 7.57093  0.21
89 H -6.13794 9.63715 -1.55039  0.27
90 H 1.91167 4.71617 1.60770  0.26
91 H -4.27484 -8.31504 3.33829  0.40
92 N -0.46727 1.89478 -2.41423  -0.67
93 C 0.62351 -6.77384 -3.29506  -1.37
94 C -4.93659 -6.07236 5.94488  -0.80
95 H -11.02445 -0.15957 4.89130  0.25
96 H 3.96576 -3.11000 -6.86344  0.25
97 C -2.55115 7.66462 0.48219  -1.48
98 H 2.98496 7.49468 -0.54208  0.35
99 H -1.58318 -8.66372 -3.99532  0.28
100 H 1.80223 6.38862 -7.25407  0.32
101 C 7.36357 -3.09708 6.22575  -0.81
102 H -5.70736 -8.01125 4.40022  0.28
103 N 2.55019 -2.68512 8.16632  -0.74
104 H 7.71932 -5.00752 12.29911  0.36
105 N 6.02527 6.46278 -1.56737  -0.71
106 N 3.71843 5.16779 -9.77864  -0.65
107 H -5.56976 -7.20412 2.98690  0.27
108 H -0.75014 -5.54594 -7.61835  0.29
109 H -2.50328 8.73828 0.66402  0.36
110 C 2.11945 -4.83593 7.13443  -0.84
111 N -7.71206 1.10004 0.56624  -0.73
112 C 3.91896 7.64565 -1.08331  -1.50
113 O -0.06690 -1.47714 -0.63390  -0.34
114 H 1.06380 -4.73974 6.88055  0.25
115 O -0.78746 -5.41073 -5.40900  -0.21
116 H 8.13468 -2.43949 5.82446  0.40
117 C -0.46242 0.41731 -2.16920  0.24
118 H 9.13832 -3.92702 7.07146  0.31
119 C 6.92612 -1.23309 -4.57907  0.40
120 H -0.52763 2.42717 -1.55807  0.28
121 H -2.11586 -8.18256 -2.48828  0.28
122 C 4.77484 -3.70640 -6.44181  -0.70
123 C 2.88643 4.50168 1.16955  -0.75
124 H 0.44536 -3.94984 9.17876  0.39
125 O -5.01676 9.20263 0.09410  -0.32
126 H -1.78513 7.19319 1.09788  0.36
127 H 4.21044 4.72257 -1.74594  0.36
128 H -6.31004 4.39415 -8.72902  0.28
129 H -2.14596 -4.87943 -6.67206  0.34
130 H 3.33669 -4.44832 8.79012  -0.05
131 C 1.38586 -4.40329 9.49176  -1.52
132 H 5.84758 -1.53563 4.85263  0.38
133 H 0.49826 2.04412 -2.67024  0.28
134 N 7.43871 -5.15078 7.67863  -0.18
135 H 4.55622 -4.30657 -5.55857  0.33
136 H -5.35294 -6.96001 6.42112  0.39
137 H 1.43053 -5.49236 9.49776  0.30
138 H 0.87670 -6.79468 -2.23508  0.34
139 H -9.74572 1.71786 2.12734  0.36
140 H 1.81434 -2.25599 0.07686  0.28
141 H 2.25227 7.07612 -11.24381  0.34
142 H -5.80418 5.47512 -6.41704  0.42
143 H -0.68661 -3.97632 -6.85943  0.23
144 H -9.84913 0.09294 1.16061  0.29
145 C 2.70243 6.05801 -7.77219  -1.42
146 H 9.09403 -6.36726 7.98882  0.39
147 H -0.04853 0.03482 -4.33331  0.35
148 H -6.73086 0.97331 0.36312  0.27
149 H -8.12624 2.90717 -5.24431  0.28
150 H 3.70791 -6.38994 5.67525  0.28
151 N -3.87742 5.63255 0.31354  -0.70
152 H -7.00023 9.27838 0.08555  0.30
153 H -11.65831 -0.63226 3.29036  0.29
154 O 2.96913 4.94776 -0.13280  -0.30
155 O 5.81026 -2.78212 -6.03813  -0.34
156 H -1.29164 -6.25116 -2.71298  0.33
157 C 5.96353 -1.15262 5.86652  -0.87
158 H 0.87250 -5.82499 -3.77022  0.33
159 H 6.80146 -3.88560 11.38822  0.29
160 H 6.87079 6.25977 -1.05358  0.25
161 H 1.20517 -7.52236 -3.83311  0.29
162 C 4.29444 5.03001 -0.70357  -0.82
163 H 4.99456 -0.71166 6.10045  0.24
164 C 0.16098 -0.07430 -0.79539  -0.64
165 O 1.27328 7.88452 -9.57100  -0.25
166 C 8.17516 -6.13118 8.52553  -1.04
167 C 0.32627 -0.21178 -3.33992  -1.35
168 C 2.52513 5.82481 -9.36248  0.34
169 H 3.29075 7.74099 -10.06479  0.32
170 C -6.19818 9.76487 -0.46958  -0.69
171 H -0.22315 0.41077 0.10196  0.42
172 H -7.27084 -3.56774 6.40498  0.24
173 C -7.26074 1.40306 2.85734  -1.52
174 O 7.06909 -5.74689 10.47108  -0.29
175 H -2.89481 -7.18987 5.54951  0.26
176 H 1.53845 5.38176 -9.49771  0.28
177 C -4.27444 -6.38426 4.50596  0.39
178 C -9.54415 0.64970 2.04668  -0.59
179 C -6.07370 3.37828 -7.09316  0.49
180 H -8.19436 4.21636 -4.08505  0.29
181 C 4.88249 6.47752 -0.72502  0.75
182 H -7.27695 2.49088 2.92451  0.34
183 H 8.05175 -3.15633 8.17878  0.21
184 H 5.70428 0.18089 -5.24436  0.25
185 C -10.96613 0.02360 3.81838  -0.80
186 C 0.81167 -1.99159 0.41278  -0.74
187 C -1.06348 -4.99135 -6.73384  -0.81
188 H -7.64350 -0.43102 2.07394  0.25
189 H 6.67859 -0.38462 -6.26197  0.33
190 H -3.92774 4.04375 -6.94947  0.31
191 H -6.99885 -5.04370 7.44339  0.28
192 H 4.83713 -1.92982 -4.37072  0.35
193 H 2.84645 -7.77762 6.23802  0.29
194 H -4.80702 7.50635 -1.25076  0.33


- Which value of strongest force on any atom does entry 2 give?
  0.1049 hartree/bohr